(1)
Entry from the OMol25 dataset: a structure of composition C24H37O2SiY in a non-equilibrium geometry (ωB97M-V/def2-TZVPD).

Last column: Löwdin charge in e.
Positions of all 65 atoms, in Å:
H  -1.34  2.83  -3.81  0.090
Si  0.03  0.00  5.49  0.361
H  0.85  0.33  -7.99  0.114
C  1.40  -2.58  -8.22  -0.196
H  0.57  -0.09  -10.33  0.115
H  0.12  -0.17  -5.29  0.104
H  3.22  -0.13  -0.33  0.108
C  0.45  0.42  -4.41  -0.050
H  2.54  -1.32  -9.56  0.110
H  -2.80  0.49  -2.97  0.075
H  2.33  -2.92  -7.75  0.117
C  1.05  1.71  1.55  -0.199
H  1.68  -2.61  -10.44  0.114
Y  0.21  -0.29  -0.11  1.475
C  1.62  -1.92  -9.59  -0.167
H  1.60  -0.92  6.95  0.016
H  1.15  1.26  -4.55  0.127
C  -1.66  -1.56  0.86  -0.245
H  -2.06  1.74  1.59  0.108
C  -0.74  0.85  -3.51  -0.476
C  -2.01  0.72  1.14  -0.134
C  -0.83  2.30  -3.01  -0.005
H  -1.58  -0.91  6.94  0.018
C  1.77  1.62  -0.63  -0.255
H  0.90  2.33  5.44  0.038
C  -1.48  -0.50  1.95  -0.387
C  2.08  0.73  1.47  -0.197
C  0.14  -0.30  3.71  -0.137
H  0.18  3.11  0.06  0.114
H  -1.38  -2.58  1.12  0.095
H  0.78  -3.48  -8.39  0.116
H  0.00  1.84  6.93  0.026
H  1.91  -0.24  -2.81  0.112
C  -1.55  -0.89  5.84  -0.197
C  0.24  -0.57  -8.19  -0.219
H  0.59  2.23  2.38  0.115
H  -0.80  -0.32  -7.92  0.116
H  -0.46  -1.52  -10.00  0.111
H  -1.97  -0.91  -3.72  0.100
H  2.39  -0.08  2.14  0.098
H  -2.00  -0.72  3.07  0.173
H  -1.42  2.42  -2.08  0.082
H  2.47  -0.38  5.45  0.041
C  0.00  1.81  5.83  -0.181
H  0.17  2.72  -2.85  0.078
H  -2.47  -1.64  -1.26  0.102
C  -0.01  -0.41  2.42  -0.285
C  1.59  -0.91  5.85  -0.203
C  0.80  2.22  0.26  -0.198
H  0.71  -1.58  -3.37  0.127
H  -2.41  0.54  -4.72  0.087
H  1.56  -1.93  5.44  0.045
H  -1.56  -1.92  5.47  0.045
H  -2.88  1.08  -0.93  0.095
O  0.71  -1.64  -7.35  -0.160
O  -0.18  0.02  -2.38  -0.318
C  2.52  0.63  0.11  -0.237
C  -2.44  0.39  -0.16  -0.202
H  2.02  2.01  -1.64  0.095
C  0.42  -0.95  -9.66  -0.168
C  -2.27  -1.06  -0.32  -0.227
C  -2.09  0.19  -3.75  -0.010
H  -2.45  -0.39  5.47  0.036
C  0.94  -0.50  -3.29  -0.086
H  -0.89  2.32  5.44  0.040

Properties
E_LUMO (alpha / beta)	0.012 / -0.174	eV
spin multiplicity	1

=====

(2)
Entry from the OMol25 dataset: a structure of composition C6H14NOS2 in a non-equilibrium geometry (ωB97M-V/def2-TZVPD).

Last column: Löwdin charge in e.
Positions of all 24 atoms, in Å:
H  1.87  0.35  2.31  0.139
S  2.83  1.20  -1.46  0.644
C  -0.40  0.28  2.52  -0.045
N  -1.12  -0.95  -1.85  0.035
H  1.66  -1.22  0.23  0.110
H  0.94  -1.85  1.83  0.163
H  -0.40  -0.57  3.08  0.071
O  -0.30  -1.10  0.23  -0.083
C  1.13  1.33  -1.17  -0.945
C  0.95  0.28  1.70  -0.412
H  -2.52  -0.55  -0.34  0.069
H  -1.20  0.18  1.90  0.043
H  0.67  1.98  -1.85  -0.013
C  -0.06  -1.16  -1.10  -0.132
H  -0.97  -1.06  -2.88  0.194
S  0.95  1.81  0.50  1.000
C  0.97  -1.04  1.06  -0.123
H  -0.39  1.92  0.66  0.003
C  -2.45  -0.52  -1.39  0.004
H  -3.14  -1.31  -1.75  0.115
H  -0.46  1.06  3.14  0.055
H  3.32  2.22  -2.12  -0.163
H  -2.72  0.43  -1.83  0.101
H  0.83  -1.70  -1.44  0.170

Properties
E_LUMO	-3.199	eV
spin multiplicity	1
total charge	+1

=====

(3)
Entry from the OMol25 dataset: a cluster of 2 separate species, C14H15NO2S in total in a non-equilibrium geometry (ωB97M-V/def2-TZVPD).

Last column: Löwdin charge in e.
Positions of all 33 atoms, in Å:
C  -2.15  -0.37  2.24  -0.089
C  -2.17  2.00  1.75  -0.090
H  1.47  -1.55  -2.07  0.106
H  -3.93  0.85  2.28  0.097
O  1.82  0.35  -0.04  -0.510
H  1.48  -1.75  0.27  0.103
C  5.15  -3.07  -1.87  -0.025
H  4.91  -0.43  0.31  0.127
C  6.54  -3.13  -1.99  -0.076
C  4.57  -2.11  -1.03  -0.202
C  6.76  -1.19  -0.54  -0.065
H  1.90  -3.28  -2.12  0.101
H  7.37  -0.44  -0.05  0.111
H  -2.66  -1.28  2.53  0.096
H  -0.23  2.88  1.26  0.106
C  -0.79  1.97  1.53  -0.093
C  -2.85  0.83  2.10  -0.100
C  -0.11  0.77  1.69  -0.340
H  -0.18  -1.32  2.17  0.104
H  8.42  -2.20  -1.47  0.103
S  1.72  0.75  1.39  0.716
H  4.51  -3.77  -2.40  0.114
H  6.99  -3.93  -2.57  0.106
N  3.15  -2.05  -0.90  -0.113
H  -2.71  2.95  1.67  0.100
O  2.19  -0.21  2.39  -0.527
C  5.38  -1.18  -0.34  0.002
C  -0.76  -0.40  2.04  -0.093
H  2.91  -2.09  -2.98  0.096
C  2.31  -2.26  -2.09  -0.001
C  2.56  -1.75  0.24  0.096
C  7.34  -2.18  -1.34  -0.076
H  3.15  -1.81  1.15  0.114

Properties
E_LUMO	-0.293	eV
spin multiplicity	1

=====

(4)
Entry from the OMol25 dataset: a cluster of 2 separate species, C3H11N2P2 in total in a non-equilibrium geometry (ωB97M-V/def2-TZVPD).

Last column: Löwdin charge in e.
Positions of all 18 atoms, in Å:
N  -0.94  0.04  -1.88  -0.370
P  -1.59  0.65  -3.08  0.804
H  2.25  -1.78  3.20  0.035
H  1.06  1.15  1.43  0.113
N  0.74  -1.30  -0.22  -0.132
H  2.55  -2.66  1.66  0.053
C  -2.48  2.29  -2.99  -0.254
H  0.54  0.41  2.87  0.067
H  -2.86  2.62  -3.93  0.034
C  2.19  -1.72  2.13  -0.233
H  -0.83  0.60  1.79  0.044
H  0.99  -2.25  -0.60  0.087
C  0.24  0.40  1.76  -0.280
H  -0.21  -1.05  -0.67  -0.020
P  0.50  -1.33  1.47  0.930
H  -1.93  3.06  -2.57  0.011
H  -3.11  1.69  -2.33  0.012
H  2.90  -0.83  1.95  0.098

Properties
E_LUMO (alpha / beta)	-6.611 / -4.833	eV
spin multiplicity	1
total charge	+1